This record from the Open Molecules 2025 dataset describes C27H27BF4N4OTi as an isolated structure in a non-equilibrium geometry. The level of theory is ωB97M-V with the def2-TZVPD basis set.

Charge = +2
Energy relative to the best compared isomer or geometry (same formula, charge and spin) = 0.0 kcal per mole
Frontier orbital gap = 0.2636 Ha
Highest occupied orbital energy = -14.03 eV

The geometry in XYZ format:
```
65
Properties=species:S:1:pos:R:3:forces:R:3:nbo_charge:R:1
Ti -1.08287 -0.43575 -0.59906 0.54 -0.29 -0.59 1.8591
C 3.46317 1.07708 -2.20574 0.35 0.18 0.20 -0.2586
N 2.25150 0.27227 -2.26695 0.06 -0.18 0.29 -0.4655
C 2.25246 -1.01904 -2.42904 -0.22 0.00 -0.14 0.2361
C 1.18581 -1.91969 -2.28450 -0.17 -0.18 0.09 -0.0408
C 1.28582 -3.24520 -2.73169 0.16 0.37 0.08 -0.1021
C 0.07801 -3.87255 -2.47925 -0.27 -0.11 0.05 -0.2908
C -0.72377 -2.92907 -1.86237 0.08 -0.40 -0.28 0.0278
N -0.10461 -1.72282 -1.73660 0.52 -0.53 -0.44 -0.6211
C 4.05406 1.17274 -0.80419 -0.17 -0.08 -0.05 0.0245
C 3.47933 0.55170 0.29831 0.09 0.05 -0.03 -0.2797
C 4.07380 0.66902 1.54952 -0.04 0.01 0.06 -0.1875
C 5.23553 1.40518 1.70901 -0.04 -0.05 0.05 -0.1977
C 5.80949 2.02847 0.60926 -0.01 0.05 -0.06 -0.1785
C 5.22091 1.91343 -0.63900 -0.03 0.01 -0.04 -0.2211
H 3.22212 2.07824 -2.56500 -0.01 -0.07 -0.11 0.2326
H 4.20099 0.64748 -2.88481 -0.09 -0.01 -0.07 0.2325
H 3.19436 -1.45432 -2.74788 0.00 0.01 -0.03 0.2369
H 2.15274 -3.67732 -3.20666 0.04 0.02 0.02 0.2495
H -0.19012 -4.88759 -2.71814 -0.03 -0.01 0.06 0.2609
H -1.73100 -3.09849 -1.51143 -0.01 0.10 0.10 0.2263
H 2.57786 -0.03959 0.20794 -0.07 -0.05 -0.05 0.1976
H 3.62347 0.17550 2.40236 0.04 -0.01 -0.01 0.2137
H 5.69584 1.48540 2.68435 0.01 0.02 -0.01 0.2334
H 6.71381 2.61051 0.72335 0.02 -0.03 0.00 0.2367
H 5.67216 2.39795 -1.49724 0.03 0.02 0.02 0.2225
O -0.07535 0.92105 -0.48237 0.74 0.74 -0.16 -0.6542
C -0.19727 2.19822 0.13128 -0.39 0.95 0.43 -0.0761
C -1.53207 2.81119 -0.28271 0.29 -0.20 -0.23 -0.4294
C -1.70518 2.70985 -1.81893 -0.10 -0.07 0.32 -0.4484
C -2.63231 1.60788 -2.27291 0.11 0.21 -0.14 0.2760
C -3.88472 1.93440 -2.77174 0.04 -0.09 0.01 -0.2275
C -4.70731 0.95013 -3.29429 0.12 -0.01 0.00 -0.0869
C -4.21871 -0.34525 -3.37477 -0.06 0.02 -0.03 -0.2213
C -2.98114 -0.61352 -2.83644 -0.04 0.02 -0.19 0.0619
N -2.20587 0.32051 -2.25057 -0.49 0.15 -0.19 -0.5494
H 1.40983 0.69619 -1.91144 -0.21 0.14 0.07 0.4210
H 0.63635 2.82968 -0.18495 0.06 -0.21 -0.10 0.2154
H -0.14360 2.07744 1.21631 0.10 -0.10 -0.06 0.2058
H -1.55728 3.85251 0.03338 0.00 -0.01 0.07 0.2538
H -2.33940 2.28025 0.22186 -0.06 0.14 0.06 0.2298
H -0.73041 2.55363 -2.28739 -0.04 0.08 -0.07 0.2224
H -2.09364 3.65134 -2.19933 -0.03 -0.03 -0.06 0.2522
H -4.20124 2.96773 -2.75563 0.00 0.01 -0.01 0.2471
H -5.69357 1.19539 -3.66390 0.00 0.01 -0.03 0.2522
H -4.78666 -1.13419 -3.84547 0.00 -0.03 0.04 0.2541
H -2.57111 -1.61129 -2.91057 0.00 -0.02 0.13 0.2190
F -4.31469 -2.18081 -0.45407 -0.02 0.03 0.13 -0.4849
B -3.76035 -2.53670 0.68708 0.21 -0.36 -0.26 1.4878
F -2.52691 -0.14672 0.35831 -0.86 -0.01 0.42 -0.5530
F -4.44440 -2.80069 1.76063 -0.03 0.18 0.08 -0.4621
F -2.42980 -2.72854 0.68395 -0.33 -0.04 0.06 -0.5057
N -0.17445 -1.15678 1.15252 -0.12 -0.17 0.70 -0.4985
C -0.33804 -1.09154 2.29451 0.35 -0.16 -0.44 0.5535
C -0.49535 -0.99567 3.68736 -0.12 0.14 0.69 -0.1939
C 0.15794 0.04337 4.37078 -0.04 -0.11 -0.22 -0.1475
C 0.00396 0.15082 5.73636 0.05 0.05 0.10 -0.2036
C -0.79313 -0.75961 6.42276 0.03 -0.03 -0.13 -0.1173
C -1.45208 -1.77784 5.74239 -0.01 -0.03 0.12 -0.1999
C -1.31404 -1.90320 4.37534 0.05 0.02 -0.23 -0.1396
H 0.76955 0.74466 3.81760 0.05 0.00 0.06 0.2268
H 0.50999 0.94035 6.27429 -0.01 0.01 -0.01 0.2449
H -0.89873 -0.67658 7.49585 -0.01 0.01 0.00 0.2449
H -2.06846 -2.47835 6.28815 -0.02 0.00 -0.03 0.2473
H -1.83122 -2.68283 3.83222 0.03 -0.04 0.03 0.2368
```
Forces are in eV/Å.